No. 1
# C9H19ClNP

A 2-piece molecular cluster, C9H19ClNP overall in a non-equilibrium geometry (wB97M-V/def2-TZVPD, the OMol25 dataset).

As for the total charge: 0. The LUMO energy (spin up / spin down) is 0.888 / -0.865 eV. The HOMO-LUMO gap (spin up / spin down) comes out at 7.349 / 8.461 eV. As for the largest force on an atom: 3.05 eV/A. As for the expectation value of S²: 2.0135. The spin multiplicity is 3.

Bonds (Å) are listed after each position.
Cartesian coordinates (Å):
1 C 0.95 -1.77 -0.30  C2 1.301, C5 1.556, H13 1.072
2 C 1.77 -1.63 0.70  C1 1.301, H14 1.035
3 C -1.55 2.23 -0.32  C6 1.509, H15 1.098, H16 1.128, H17 1.052
4 C 2.21 2.59 0.04  N10 1.479, H18 1.083, H19 1.124, H20 1.089
5 C -0.17 -2.85 -0.41  C1 1.556, C7 1.548, H21 1.056, H22 1.087
6 C -2.34 0.96 -0.09  C3 1.509, C8 1.517, H23 1.079, H24 1.060
7 C -1.49 -2.05 -0.42  C5 1.548, C9 1.529, H25 1.052, H26 1.087
8 C -1.53 0.03 0.80  C6 1.517, C9 1.497, H27 1.105, H28 1.128
9 C -2.07 -1.36 0.82  C7 1.529, C8 1.497, H29 1.084, H30 1.083
10 N 2.97 1.47 -0.55  C4 1.479, P11 1.726, H31 1.050
11 P 3.80 0.50 0.60  N10 1.726, Cl12 2.014
12 Cl 4.68 -0.63 -0.82  P11 2.014
13 H 1.02 -1.05 -1.09  C1 1.072
14 H 2.31 -2.35 1.21  C2 1.035
15 H -0.59 1.88 0.08  C3 1.098
16 H -1.79 3.00 0.47  C3 1.128
17 H -1.43 2.57 -1.31  C3 1.052
18 H 1.77 3.24 -0.71  C4 1.083
19 H 1.40 2.06 0.60  C4 1.124
20 H 2.89 3.12 0.71  C4 1.089
21 H -0.14 -3.46 -1.27  C5 1.056
22 H -0.08 -3.47 0.48  C5 1.087
23 H -2.51 0.33 -0.95  C6 1.079
24 H -3.27 1.30 0.27  C6 1.060
25 H -2.29 -2.57 -0.86  C7 1.052
26 H -1.31 -1.20 -1.08  C7 1.087
27 H -1.41 0.33 1.86  C8 1.105
28 H -0.50 0.06 0.35  C8 1.128
29 H -3.14 -1.28 0.97  C9 1.084
30 H -1.61 -1.84 1.67  C9 1.083
31 H 3.42 1.85 -1.43  N10 1.050

No. 2
# C3H6N2

A single C3H6N2 molecule in a non-equilibrium geometry (wB97M-V/def2-TZVPD, the OMol25 dataset).

As for the total charge: 0. The LUMO energy is 1.052 eV. As for the SMILES: [H]/N=C\NC=C. The HOMO-LUMO gap comes out at 9.645 eV. As for the largest force on an atom: 3.63 eV/A. The spin multiplicity is 1.

Bonds (Å) are listed after each position.
Cartesian coordinates (Å):
1 H 2.61 -1.14 0.11  N2 1.020
2 N 2.69 -0.12 0.13  H1 1.020, C3 1.323
3 C 1.50 0.41 -0.09  N2 1.323, N4 1.353, H7 1.074
4 N 0.30 -0.23 -0.18  C3 1.353, C5 1.429, H8 1.017
5 C -0.95 0.45 -0.06  N4 1.429, C6 1.353, H9 1.136
6 C -2.12 -0.21 0.06  C5 1.353, H10 1.088, H11 1.130
7 H 1.45 1.48 -0.06  C3 1.074
8 H 0.38 -1.23 -0.30  N4 1.017
9 H -0.75 1.56 0.05  C5 1.136
10 H -3.01 0.37 0.29  C6 1.088
11 H -2.10 -1.34 0.07  C6 1.130

No. 3
# C25H45O9S3

A 3-piece molecular cluster, C25H45O9S3 overall in a non-equilibrium geometry (wB97M-V/def2-TZVPD, the OMol25 dataset).

As for the total charge: +1. The LUMO energy is -2.378 eV. The HOMO-LUMO gap comes out at 9.081 eV. As for the largest force on an atom: 4.50 eV/A. The spin multiplicity is 1.

Bonds (Å) are listed after each position.
Cartesian coordinates (Å):
1 C -2.67 1.56 -0.71  C2 1.605, H24 1.149, H25 1.140, H26 1.153
2 C -3.20 2.87 -1.47  C1 1.605, C3 1.613, H27 1.154, H28 1.158
3 C -3.48 2.69 -3.05  C2 1.613, C4 1.602, H29 1.151, H30 1.157
4 C -2.82 1.39 -3.71  C3 1.602, C5 1.607, H31 1.159, H32 1.156
5 C -1.22 1.38 -3.71  C4 1.607, C6 1.609, H33 1.157, H34 1.159
6 C -0.55 0.76 -5.04  C5 1.609, C7 1.607, H35 1.156, H36 1.155
7 C 0.09 -0.70 -4.82  C6 1.607, C8 1.635, H37 1.153, H38 1.157
8 C 1.21 -0.73 -3.64  C7 1.635, C9 1.606, H39 1.140, H40 1.150
9 C 0.71 -1.80 -2.55  C8 1.606, C10 1.610, H41 1.157, H42 1.158
10 C 1.27 -1.55 -1.06  C9 1.610, S11 1.868, H43 1.159, H44 1.139
11 S 1.72 -3.13 -0.16  C10 1.868, C12 1.857, C17 1.889
12 C 0.23 -4.16 0.23  S11 1.857, C13 1.601, H45 1.157, H46 1.156
13 C -1.17 -3.54 -0.23  C12 1.601, C14 1.615, H47 1.158, H48 1.156
14 C -1.64 -2.25 0.64  C13 1.615, C15 1.614, H49 1.141, H50 1.157
15 C -2.57 -2.63 1.90  C14 1.614, O16 1.445, H51 1.157, H52 1.150
16 O -2.30 -3.93 2.46  C15 1.445, H53 0.982
17 C 2.43 -2.71 1.54  S11 1.889, C18 1.589, H54 1.142, H55 1.158
18 C 3.81 -1.93 1.46  C17 1.589, C19 1.572, C23 1.549
19 C 5.19 -2.68 1.56  C18 1.572, C20 1.560, H56 1.144
20 C 6.56 -1.94 1.53  C19 1.560, C21 1.548, H57 1.142
21 C 6.56 -0.40 1.40  C20 1.548, C22 1.561, H58 1.143
22 C 5.22 0.40 1.28  C21 1.561, C23 1.554, H59 1.137
23 C 3.89 -0.39 1.31  C18 1.549, C22 1.554, H60 1.138
24 H -2.83 1.69 0.42  C1 1.149
25 H -3.12 0.58 -1.07  C1 1.140
26 H -1.53 1.51 -0.86  C1 1.153
27 H -2.53 3.80 -1.31  C2 1.154
28 H -4.20 3.15 -0.97  C2 1.158
29 H -3.10 3.64 -3.56  C3 1.151
30 H -4.63 2.71 -3.17  C3 1.157
31 H -3.21 1.35 -4.80  C4 1.159
32 H -3.26 0.44 -3.22  C4 1.156
33 H -0.86 2.45 -3.50  C5 1.157
34 H -0.90 0.77 -2.78  C5 1.159
35 H -1.38 0.70 -5.84  C6 1.156
36 H 0.26 1.47 -5.45  C6 1.155
37 H -0.79 -1.40 -4.58  C7 1.153
38 H 0.55 -1.09 -5.81  C7 1.157
39 H 1.34 0.31 -3.19  C8 1.140
40 H 2.16 -1.14 -4.15  C8 1.150
41 H 0.86 -2.89 -2.90  C9 1.157
42 H -0.44 -1.67 -2.48  C9 1.158
43 H 2.28 -0.98 -1.18  C10 1.159
44 H 0.59 -0.86 -0.48  C10 1.139
45 H 0.17 -4.30 1.37  C12 1.157
46 H 0.37 -5.23 -0.19  C12 1.156
47 H -1.97 -4.35 -0.02  C13 1.158
48 H -1.25 -3.35 -1.37  C13 1.156
49 H -0.78 -1.61 1.02  C14 1.141
50 H -2.31 -1.62 -0.07  C14 1.157
51 H -2.32 -1.85 2.72  C15 1.157
52 H -3.69 -2.49 1.68  C15 1.150
53 H -1.63 -3.89 3.17  O16 0.982
54 H 1.65 -2.24 2.22  C17 1.142
55 H 2.67 -3.75 2.00  C17 1.158
56 H 5.24 -3.82 1.69  C19 1.144
57 H 7.58 -2.46 1.62  C20 1.142
58 H 7.54 0.18 1.41  C21 1.143
59 H 5.22 1.54 1.20  C22 1.137
60 H 2.92 0.20 1.26  C23 1.138
61 C 0.88 -3.19 7.58  C62 1.520, O67 1.430, H68 1.093, H69 1.090
62 C -0.64 -3.22 7.54  C61 1.520, O63 1.429, H70 1.090, H71 1.094
63 O -0.98 -2.87 6.20  C62 1.429, S64 1.620
64 S 0.17 -3.42 5.20  O63 1.620, O65 1.435, O66 1.434, O67 1.620
65 O -0.26 -4.67 4.65  S64 1.435
66 O 0.62 -2.33 4.38  S64 1.434
67 O 1.30 -3.72 6.32  C61 1.430, S64 1.620
68 H 1.25 -2.17 7.66  C61 1.093
69 H 1.28 -3.79 8.40  C61 1.090
70 H -1.09 -2.52 8.24  C62 1.090
71 H -1.02 -4.23 7.73  C62 1.094
72 C -1.96 8.40 -1.20  C73 1.521, O78 1.429, H79 1.094, H80 1.090
73 C -0.86 8.52 -2.25  C72 1.521, O74 1.428, H81 1.090, H82 1.094
74 O 0.00 7.41 -2.00  C73 1.428, S75 1.622
75 S -0.88 6.17 -1.44  O74 1.622, O76 1.434, O77 1.431, O78 1.622
76 O -1.18 5.29 -2.54  S75 1.434
77 O -0.29 5.71 -0.22  S75 1.431
78 O -2.22 7.00 -1.08  C72 1.429, S75 1.622
79 H -1.62 8.77 -0.23  C72 1.094
80 H -2.86 8.94 -1.49  C72 1.090
81 H -0.31 9.45 -2.18  C73 1.090
82 H -1.27 8.41 -3.26  C73 1.094

No. 4
# H21O11

A 11-piece molecular cluster, H21O11 overall in a non-equilibrium geometry (wB97M-V/def2-TZVPD, the OMol25 dataset).

As for the total charge: -1. The LUMO energy is 2.779 eV. The HOMO-LUMO gap comes out at 8.967 eV. As for the largest force on an atom: 3.53 eV/A. The spin multiplicity is 1.

Bonds (Å) are listed after each position.
Cartesian coordinates (Å):
1 O 1.58 -3.48 1.10  H2 0.945, H3 0.939
2 H 1.27 -2.60 0.92  O1 0.945
3 H 0.91 -3.98 1.53  O1 0.939
4 O -2.92 -0.87 -1.82  H5 1.002, H6 0.954
5 H -2.12 -1.37 -1.47  O4 1.002
6 H -3.34 -1.44 -2.46  O4 0.954
7 O -0.24 1.12 3.82  H20 0.973, H22 0.961
8 H -3.03 -0.40 2.49  O21 0.948
9 H 2.70 2.06 0.76  O16 0.988
10 O 1.42 -0.04 0.69  H11 0.947, H15 0.947
11 H 1.70 -0.87 1.04  O10 0.947
12 H 0.50 2.84 0.31  O30 0.987
13 O 1.94 2.00 -3.80  H28 0.976, H31 0.987
14 H -0.29 -2.02 -1.10  O27 0.991
15 H 0.52 0.02 0.98  O10 0.947
16 O 2.46 2.30 1.68  H9 0.988, H17 0.966
17 H 1.78 1.63 1.81  O16 0.966
18 H -0.65 -2.19 2.27  O19 0.927
19 O -0.47 -1.61 1.58  H18 0.927
20 H -0.64 0.24 3.68  O7 0.973
21 O -2.29 0.07 2.12  H8 0.948, H23 1.011
22 H 0.04 1.24 2.90  O7 0.961
23 H -1.76 -0.68 1.68  O21 1.011
24 O -0.56 -0.17 -4.20  H25 0.988, H26 0.936
25 H -0.90 -0.49 -3.34  O24 0.988
26 H -0.36 0.70 -3.90  O24 0.936
27 O -1.06 -2.51 -0.70  H14 0.991, H29 1.139
28 H 1.01 2.19 -3.59  O13 0.976
29 H -1.26 -1.88 0.23  O27 1.139
30 O 0.49 3.45 -0.47  H12 0.987, H32 0.956
31 H 1.76 1.32 -4.49  O13 0.987
32 H -0.46 3.53 -0.51  O30 0.956